The following is a DFT calculation (ωB97M-V with the def2-TZVPD basis set) of 8 unconnected molecules or ions with the total composition C22H60O8 in a non-equilibrium geometry.

```
! RIJCOSX wB97M-V def2-TZVPD def2/J DEFGRID3
* xyz 0 1
C 0.86216 0.68453 -1.36619
O -0.44586 0.13455 -1.35061
H 1.51951 -0.10625 -1.08831
H 0.89630 1.51047 -0.61516
H 1.21351 0.99658 -2.38367
H -0.41769 -0.72486 -0.90382
C 3.88672 -0.71187 -0.12694
C 4.23047 -1.12978 1.31386
C 4.70103 -2.60380 1.39328
O 5.10529 -0.47029 1.85151
H 3.01845 -1.36947 -0.39770
H 4.76507 -0.77111 -0.82448
H 3.44223 0.29406 -0.13465
H 3.35102 -0.96776 2.00293
H 5.74534 -2.66918 0.93632
H 4.12583 -3.26586 0.77120
H 4.68753 -3.06166 2.38725
H 5.71974 -0.94282 2.48381
C 0.68233 -0.01640 1.93949
C 0.28521 -0.26197 3.40479
C 0.67010 0.90051 4.40130
O -0.92139 -0.51724 3.59470
H -0.16403 0.46037 1.34246
H 0.92217 -0.96598 1.42276
H 1.55484 0.61111 1.87456
H 0.80501 -1.28763 3.63735
H 0.09941 1.76012 4.22860
H 1.70369 1.20413 4.23379
H 0.60512 0.65249 5.41269
H -1.02687 -1.29916 4.17321
C -4.48234 0.42052 -4.04271
C -3.26707 0.69894 -3.16365
C -3.32114 2.26121 -2.81603
O -3.21163 0.22227 -2.00891
H -4.46127 -0.65667 -4.15816
H -4.30004 0.78108 -5.11134
H -5.38816 0.85647 -3.66710
H -2.26900 0.44468 -3.61650
H -2.48257 2.47249 -2.09903
H -4.25102 2.53082 -2.31784
H -3.40051 2.79693 -3.72938
H -2.39871 0.18264 -1.63422
C 1.24049 4.20443 3.22449
C 1.02558 3.51918 1.84020
C -0.06127 4.21107 1.02862
O 2.02288 3.36985 1.10987
H 1.25580 5.26565 3.15769
H 2.20702 4.03914 3.70027
H 0.35801 4.00234 3.75004
H 0.63387 2.52452 2.15886
H -0.99539 4.43894 1.52500
H -0.20199 3.84514 0.05162
H 0.19809 5.23822 0.74602
H 2.76724 2.99394 1.64166
C 1.86884 -4.45189 -4.47990
C 2.17120 -3.37041 -3.47597
C 1.43279 -2.10576 -3.76913
O 1.93312 -3.62809 -2.29096
H 2.22201 -5.32784 -3.91979
H 2.23888 -4.37400 -5.50515
H 0.74052 -4.51457 -4.54425
H 3.23849 -3.29279 -3.50799
H 1.39563 -1.88310 -4.81440
H 1.83700 -1.29257 -3.23228
H 0.40082 -2.19252 -3.44615
H 2.56082 -4.29766 -1.87904
C -2.44891 1.98377 0.75722
C -2.69233 2.03656 2.24594
C -3.63348 3.16742 2.70794
O -3.10617 0.97387 2.72338
H -2.95337 1.13953 0.30335
H -1.46448 1.98170 0.39958
H -2.88106 2.84321 0.38317
H -1.69795 2.25324 2.71123
H -4.63019 3.17596 2.15627
H -3.05531 4.03908 2.56681
H -3.81629 3.14852 3.74266
H -2.42304 0.27026 2.69387
C -1.87576 -2.16342 0.48391
C -0.96223 -2.97565 -0.41112
C -1.56432 -3.10601 -1.77502
O 0.22888 -2.59025 -0.52197
H -2.31875 -1.33830 -0.04239
H -1.40534 -1.61983 1.25841
H -2.76534 -2.74377 0.81434
H -0.77640 -3.98305 0.01966
H -1.04858 -3.71566 -2.46942
H -1.80131 -2.04391 -2.19548
H -2.52661 -3.63492 -1.64211
H 0.73913 -3.09681 -1.22903
*
```

Properties
Energy relative to the best compared isomer or geometry (same formula, charge and spin) ... 902.7 kJ/mol
Highest occupied orbital energy ... -8.52 eV
Gap between HOMO and LUMO ... 0.31765 hartree
Structure (SMILES) ... CC(C)O.CC(C)O.CC(C)O.CC(C)O.CC(C)O.CC(C)O.CC(C)O.CO

The following is a DFT calculation (ωB97M-V with the def2-TZVPD basis set) of 7 unconnected molecules or ions with the total composition C22H61BF4N5O6 in a non-equilibrium geometry.

```
! RIJCOSX wB97M-V def2-TZVPD def2/J DEFGRID3
* xyz -1 1
B 11.29654 21.55647 10.41487
F 11.72942 21.11101 9.20043
F 12.18344 21.25485 11.39457
F 11.08070 22.86719 10.36896
F 10.11439 20.88208 10.66718
C 16.03319 23.90814 10.40795
C 14.64775 23.18475 10.24164
O 13.64650 24.02415 9.78793
H 16.10334 24.65536 11.19843
H 16.29544 24.48183 9.51902
H 16.82885 23.18330 10.58006
H 14.38787 22.77740 11.21868
H 14.64963 22.34606 9.54544
H 12.84702 23.51289 9.93302
C 10.63660 17.48762 10.67685
C 9.60945 17.47779 9.55409
C 8.58202 16.29931 9.56067
O 9.25894 14.98654 9.46066
C 9.79644 14.69456 8.15526
N 8.88741 18.75610 9.60667
H 11.27112 16.60143 10.68929
H 10.30398 17.56119 11.71225
H 11.32117 18.32359 10.53327
H 10.18557 17.51368 8.62949
H 7.78813 16.36157 8.81638
H 8.06351 16.27478 10.51913
H 9.04498 14.55723 7.37773
H 10.33048 13.75034 8.26177
H 10.54444 15.43530 7.87261
H 8.11146 18.64439 10.24347
H 9.47831 19.47139 10.00580
C 8.38765 22.95213 7.52115
C 9.22455 22.07250 6.58643
C 10.46975 22.83957 5.96808
O 11.18475 21.98503 5.04951
C 10.48784 21.41987 3.94218
N 9.74326 20.94093 7.42384
H 9.06344 23.27738 8.31211
H 7.52828 22.44367 7.95823
H 8.15490 23.93979 7.12308
H 8.60494 21.63523 5.80350
H 11.08460 23.28624 6.74945
H 10.02038 23.69459 5.46299
H 9.67742 20.71195 4.11586
H 11.25405 20.82664 3.44308
H 10.09329 22.24152 3.34442
H 10.15642 21.40442 8.22045
H 10.56100 20.67208 6.89551
C 12.66008 19.05563 6.96940
C 13.81573 20.01314 6.59861
C 14.34881 19.94326 5.15964
O 14.89783 18.71226 4.70839
C 16.10480 18.88069 4.00048
N 13.31845 21.29484 6.87009
H 12.34143 19.20577 8.00092
H 12.95593 18.01728 6.81971
H 11.76164 19.07470 6.35254
H 14.60029 19.96151 7.35354
H 15.08559 20.74334 5.08815
H 13.49051 20.07580 4.50096
H 16.13974 19.62113 3.20133
H 16.33275 17.91831 3.54226
H 16.86192 19.14798 4.73766
H 12.76129 21.31006 7.71237
H 12.63276 21.59688 6.19281
C 9.01324 25.20654 11.36376
C 9.24599 24.67254 12.75660
C 8.32259 23.46324 12.94997
O 8.36693 23.04302 14.32455
C 7.32357 22.16343 14.60621
N 10.59118 24.22086 12.85974
H 7.97534 25.53947 11.35949
H 9.16183 24.44295 10.60026
H 9.61052 26.08014 11.10264
H 9.10058 25.44686 13.50986
H 8.62955 22.60680 12.34964
H 7.27502 23.73064 12.81135
H 6.39199 22.72478 14.53436
H 7.39772 21.83328 15.64237
H 7.29573 21.32776 13.90695
H 11.22911 25.00324 12.89166
H 10.74826 23.77406 11.96766
C 11.06881 19.36838 13.78181
C 10.67208 20.70086 14.40182
C 10.40586 20.60705 15.91390
O 9.96069 21.88980 16.41748
C 9.72143 21.91123 17.82467
N 11.72793 21.73179 14.10185
H 11.97216 18.95699 14.23216
H 11.14642 19.49128 12.70155
H 10.27731 18.62032 13.82699
H 9.75835 21.07728 13.94192
H 11.32108 20.31216 16.42724
H 9.65525 19.82120 15.99833
H 9.39611 22.86123 18.24866
H 10.65390 21.75170 18.36608
H 8.86450 21.27128 18.03498
H 12.64994 21.57993 14.48517
H 11.93038 21.65763 13.11513
*
```

Properties
Highest occupied orbital energy ... -5.22 eV
Gap between HOMO and LUMO ... 0.29004 hartree

The following is a DFT calculation (ωB97M-V with the def2-TZVPD basis set) of 6 unconnected molecules or ions with the total composition C22H61N5O6 in a non-equilibrium geometry.

```
! RIJCOSX wB97M-V def2-TZVPD def2/J DEFGRID3
* xyz 0 1
C -2.47133 2.84363 0.44236
C -3.58626 1.86376 0.13943
C -3.83674 1.62884 -1.39699
O -4.15564 2.88151 -2.02799
C -4.33874 2.74449 -3.41815
N -3.42947 0.72840 0.99193
H -1.45158 2.58756 0.15489
H -2.33039 3.13690 1.48266
H -2.83680 3.71231 -0.10529
H -4.48205 2.31314 0.56805
H -4.50905 0.79639 -1.60462
H -2.98153 1.17304 -1.89595
H -4.57038 3.72209 -3.84094
H -5.03041 1.93384 -3.64735
H -3.35889 2.57089 -3.86295
H -3.69103 0.98945 1.93189
H -4.10752 0.02220 0.74366
C 4.36561 -3.25474 -0.54361
C 5.23815 -2.10906 -0.08399
C 4.53060 -0.73845 0.08151
O 4.07112 -0.47884 -1.18718
C 3.73123 0.80932 -1.48341
N 5.91782 -2.35302 1.16790
H 3.71746 -3.35798 0.32665
H 4.92585 -4.16863 -0.74117
H 3.61122 -3.06831 -1.30796
H 5.97794 -1.76523 -0.80689
H 5.28255 0.01286 0.32273
H 3.82311 -0.66229 0.90720
H 4.47903 1.59782 -1.39884
H 2.88248 1.18255 -0.91033
H 3.38442 0.80529 -2.51676
H 6.46395 -3.20252 1.18201
H 5.16593 -2.39815 1.84075
C 2.90248 5.16866 -1.38152
C 1.58364 5.17845 -2.22916
C 0.34290 4.38463 -1.68671
O 0.62715 3.05234 -1.41819
C 0.56109 2.22115 -2.50687
N 1.10860 6.52577 -2.33245
H 2.81484 5.77405 -0.47934
H 3.68623 5.62736 -1.98438
H 3.26414 4.16180 -1.17286
H 2.00181 4.74538 -3.13783
H -0.54428 4.61072 -2.27823
H 0.16268 4.83740 -0.71171
H -0.41718 2.07077 -2.96346
H 0.87879 1.21246 -2.24284
H 1.29172 2.46915 -3.27679
H 1.07912 6.81360 -1.36478
H 1.95781 7.00714 -2.59172
C -3.54580 -8.97943 -1.08986
C -2.69805 -7.86354 -1.85258
C -2.67891 -6.50621 -1.18676
O -2.03649 -5.63995 -1.99168
C -1.93117 -4.36996 -1.34810
N -1.44933 -8.49137 -2.17294
H -4.55487 -8.58531 -0.96931
H -3.20871 -9.26814 -0.09430
H -3.78795 -9.85576 -1.69111
H -3.15716 -7.67721 -2.82346
H -2.16697 -6.65755 -0.23644
H -3.67145 -6.08756 -1.02037
H -2.92033 -3.96795 -1.12886
H -1.37187 -3.67377 -1.97307
H -1.44265 -4.46117 -0.37798
H -1.62758 -9.27037 -2.79059
H -1.01829 -7.74276 -2.69629
C -0.39900 2.89708 6.82466
C 0.86874 2.43899 6.14400
C 0.64818 2.26013 4.65364
O -0.03567 1.03949 4.16751
C -0.42245 1.15130 2.82547
N 1.80734 3.48204 6.36811
H -0.85866 3.82235 6.47727
H -0.33825 3.06989 7.89916
H -1.17054 2.16980 6.57187
H 1.28431 1.47447 6.43573
H 1.52121 2.30173 4.00233
H 0.07415 3.08383 4.22925
H -1.33399 1.74878 2.81087
H -0.64938 0.14626 2.46980
H 0.27298 1.63011 2.13611
H 2.62969 2.98530 6.05655
H 1.88135 3.55878 7.37247
C 0.51599 -1.43025 -1.43423
C -0.44938 -0.54565 -0.60346
O -1.68737 -1.19560 -0.39154
H 0.05139 -1.39533 -2.41964
H 0.64647 -2.45771 -1.09452
H 1.51746 -1.01160 -1.33479
H -0.57685 0.49102 -0.91518
H -0.00231 -0.42897 0.38377
H -2.23041 -0.54799 0.06377
*
```

Properties
Energy relative to the best compared isomer or geometry (same formula, charge and spin) ... 314.3 kJ/mol
Highest occupied orbital energy ... -8.94 eV
Gap between HOMO and LUMO ... 0.35184 hartree
Structure (SMILES) ... COC[C@H](C)N.COC[C@H](C)N.COC[C@H](C)N.COC[C@H](C)N.COC[C@H](C)N.CCO

The following is a DFT calculation (ωB97M-V with the def2-TZVPD basis set) of 15 unconnected molecules or ions with the total composition C22H62N14O32P in a non-equilibrium geometry.

```
! RIJCOSX wB97M-V def2-TZVPD def2/J DEFGRID3
* xyz -1 1
C 4.43663 0.11344 0.70159
C 3.60275 1.32354 1.16536
O 3.31801 2.26843 0.14224
C 2.22199 1.81068 -0.64414
C 0.84380 2.27542 -0.05808
O 0.06306 1.25063 0.55102
P -0.94259 0.18112 -0.44153
C -2.46141 0.46950 0.70153
C -0.28067 -1.23549 0.73846
O -0.33966 -2.61677 0.19507
C 0.59192 -3.34220 0.88682
C 2.01934 -3.32168 0.36017
O 0.29054 -3.96568 1.91484
H 4.06781 -0.78924 1.22089
H 4.29351 -0.07345 -0.38184
H 5.51555 0.25026 0.88124
H 4.12970 1.87212 1.97056
H 2.63337 0.98100 1.57083
H 2.17026 0.70038 -0.63083
H 2.36847 2.10021 -1.69523
H 1.09503 2.96938 0.77356
H 0.28081 2.86609 -0.80583
H 0.20515 -0.12073 -1.29517
H -1.34804 1.28026 -1.31237
H -1.72641 -0.73305 -1.21919
H -2.83028 1.50906 0.62600
H -2.27188 0.20799 1.75360
H -3.27189 -0.19327 0.33824
H -0.75857 -1.23372 1.73411
H 0.79139 -1.00831 0.90497
H 2.29036 -2.29300 0.06327
H 2.67609 -3.64906 1.18859
H 2.21525 -3.98183 -0.50145
C -2.90768 -2.84800 3.54761
N -3.14053 -1.44250 3.98159
O -2.52210 -1.03142 4.94409
O -3.91410 -0.78504 3.31249
H -2.18933 -3.29882 4.22199
H -3.86702 -3.35759 3.57783
H -2.52419 -2.80792 2.52967
C 5.57642 4.20306 -0.14994
N 6.93369 4.42336 0.41692
O 7.50257 5.47280 0.16071
O 7.40340 3.54188 1.10724
H 5.30819 5.08091 -0.72712
H 5.61777 3.30856 -0.76445
H 4.89090 4.04326 0.67590
C -7.06522 -0.92858 3.31625
N -8.13137 -0.10224 2.69615
O -8.56203 0.85031 3.32204
O -8.53872 -0.44731 1.60374
H -6.83134 -0.51361 4.28926
H -7.46740 -1.93172 3.40301
H -6.19898 -0.91118 2.66069
C 0.37684 1.71229 -5.59932
N 0.72073 2.04380 -4.19178
O 0.27308 3.07655 -3.72829
O 1.43589 1.26863 -3.59251
H -0.25655 2.50058 -5.98933
H 1.31147 1.63753 -6.14822
H -0.14115 0.76213 -5.59431
C -0.62000 -3.72536 -3.39261
N -1.49461 -2.71686 -4.05058
O -2.02561 -1.90956 -3.32884
O -1.58943 -2.76005 -5.27487
H -0.63225 -3.52823 -2.32397
H -1.01208 -4.71068 -3.63152
H 0.37718 -3.59988 -3.80716
C 7.24354 8.83188 0.32478
N 5.81067 9.20237 0.48841
O 4.97054 8.44594 0.04637
O 5.57936 10.25256 1.05823
H 7.29914 7.87910 -0.19012
H 7.71469 9.62909 -0.24313
H 7.67442 8.76628 1.31949
C 0.71157 6.63043 -3.40038
N 1.39578 7.17053 -4.60695
O 1.08997 8.28602 -4.98508
O 2.21943 6.45524 -5.14225
H 0.01381 7.37988 -3.04568
H 0.20681 5.71314 -3.69387
H 1.47743 6.41273 -2.66143
C 4.75652 -5.93675 -3.05201
N 3.31528 -5.57201 -2.98242
O 2.49805 -6.40186 -3.32696
O 3.05797 -4.45490 -2.57922
H 4.83231 -6.95114 -3.42634
H 5.23569 -5.22385 -3.71691
H 5.15831 -5.84481 -2.04702
C 7.81281 -0.85170 -0.97485
N 7.16623 0.12250 -1.89727
O 6.76979 1.16278 -1.41837
O 7.06999 -0.20577 -3.06471
H 7.81835 -0.42213 0.02040
H 7.22687 -1.76575 -1.01102
H 8.81883 -1.02726 -1.34521
C -0.57773 1.12359 3.03083
N 0.76168 1.50580 3.53961
O 1.60637 0.63502 3.63230
O 0.95085 2.68317 3.78457
H -0.57202 0.05681 2.84534
H -1.30592 1.40145 3.78738
H -0.73589 1.67841 2.10808
C 2.64531 -4.12146 3.90849
N 3.64412 -3.84065 2.84082
O 3.54226 -2.78875 2.24841
O 4.48777 -4.69353 2.63168
H 1.96988 -3.27515 3.96557
H 2.12424 -5.03201 3.62701
H 3.19459 -4.26498 4.83454
C -11.25399 2.22068 3.85278
N -12.64604 2.28911 4.37585
O -13.37887 1.33966 4.16967
O -12.96117 3.29345 4.98324
H -11.12319 1.27752 3.33828
H -11.11557 3.06085 3.17878
H -10.58162 2.30418 4.70121
C -0.92363 -5.19682 -7.25004
N 0.06786 -6.25496 -7.58498
O -0.30783 -7.41135 -7.59032
O 1.20027 -5.88777 -7.83247
H -1.87784 -5.67283 -7.05559
H -0.56230 -4.66258 -6.37769
H -0.97791 -4.52357 -8.10045
C -10.71955 -2.92493 4.22331
N -9.79852 -3.20817 5.36083
O -8.69635 -2.69187 5.34135
O -10.21590 -3.93585 6.23691
H -10.21611 -2.26691 3.52341
H -10.96768 -3.87870 3.76680
H -11.60961 -2.46052 4.63830
*
```

Properties
Highest occupied orbital energy ... -4.72 eV
Gap between HOMO and LUMO ... 0.21420 hartree

Question: The lowest highest occupied orbital energy belongs to which entry?
Answer: C22H61N5O6

Question: Among the records above, which one has the lowest highest occupied orbital energy?
Answer: C22H61N5O6

Question: The lowest gap between HOMO and LUMO belongs to which entry?
Answer: C22H62N14O32P

Question: Which of these has the lowest gap between HOMO and LUMO?
Answer: C22H62N14O32P